The following is a DFT calculation (wB97M-V/def2-TZVPD) of a structure of composition C12H13FeN4S.

Calculated values
HOMO energy (spin up / spin down) = -0.5576 / -0.5584 hartree
Frontier orbital gap (spin up / spin down) = 6.54 / 7.36 eV
⟨S²⟩ = 0.85
LUMO level (spin up / spin down) = -8.63 / -7.83 eV
E_tot = -63821.40374 eV

Geometry as ORCA input:
```
! wB97M-V def2-TZVPD RIJCOSX def2/J DEFGRID3
* xyz 2 2
Fe -0.78442 0.19934 0.12005
N -2.17042 0.63072 -1.31001
N -3.50536 0.58810 -0.86435
C -3.75853 0.23921 0.40407
N -5.00374 0.18709 0.82253
S -2.47045 -0.13570 1.47962
H -1.96626 1.56776 -1.66164
H -2.06166 -0.02153 -2.08942
H -4.23502 0.81469 -1.52732
H -5.79671 0.38619 0.22897
H -5.19757 -0.07105 1.77958
C 2.07491 3.12811 1.15505
C 3.25506 2.41877 0.96769
C 3.21044 1.09347 0.55368
C 1.98431 0.50506 0.32866
N 0.83759 1.20747 0.50584
C 0.88077 2.48549 0.91733
C 1.72795 -0.87881 -0.09380
C 2.68527 -1.84164 -0.37687
C 2.29137 -3.12299 -0.75457
C 0.94996 -3.46128 -0.85573
C -0.03701 -2.51210 -0.58106
C 0.38654 -1.25304 -0.21849
H 2.07825 4.15655 1.48514
H 4.20994 2.89412 1.14976
H 4.12290 0.53094 0.41876
H -0.06931 2.98380 1.06830
H 3.74008 -1.60936 -0.30171
H 3.04698 -3.86654 -0.96795
H 0.65893 -4.46282 -1.14251
H -1.08477 -2.77999 -0.63963
*
```

=====

The following is a DFT calculation (wB97M-V/def2-TZVPD) of a cluster of 2 separate species, C10H18N3 in total in a non-equilibrium geometry.

Calculated values
HOMO energy = -0.4394 hartree
Energy above the lowest of the compared OMol25 structures with the same formula, charge and spin = 274.8 kJ/mol
Frontier orbital gap = 8.83 eV
LUMO level = -3.13 eV
E_tot = -15124.67599 eV

Geometry as ORCA input:
```
! wB97M-V def2-TZVPD RIJCOSX def2/J DEFGRID3
* xyz 1 1
C -1.86058 0.61446 1.59651
C -1.84961 -1.80654 -1.99375
C -2.71533 -0.73081 -1.79723
C -0.81499 -1.98580 -1.05848
C -2.78880 -0.05785 -0.61202
C -0.84068 -1.20840 0.09337
C -1.78366 -0.25107 0.36382
H -1.79565 -2.42452 -2.94536
H -3.44426 -0.53108 -2.60378
H -0.03095 -2.67613 -1.20246
H -3.58917 0.64599 -0.34210
H -0.08671 -1.50020 0.90831
H -0.98235 0.57607 2.22083
H -2.56976 0.04186 2.36173
H -2.18133 1.64996 1.35453
C 0.59018 1.82215 0.31084
C 0.22571 2.07182 -1.07412
C 2.63249 0.25206 0.87011
N 2.11823 1.40507 0.30423
N 1.95134 -0.46573 1.88064
N 3.73198 -0.48409 0.41313
H 0.46098 2.54112 1.17484
H 0.25745 0.89043 0.66174
H -0.18178 1.13845 -1.58926
H 0.98852 2.39091 -1.84230
H 2.77252 2.04546 -0.02402
H 0.93122 -0.28527 2.10501
H 2.25850 -1.51317 1.81228
H 4.41390 -0.08710 -0.21485
H 4.00901 -1.28575 1.05502
H -0.60935 2.87615 -1.27053
*
```

=====

The following is a DFT calculation (wB97M-V/def2-TZVPD) of a cluster of 5 separate species, C17H27O13 in total in a non-equilibrium geometry.

Calculated values
HOMO energy = -0.0595 hartree
Energy above the lowest of the compared OMol25 structures with the same formula, charge and spin = 415.5 kJ/mol
Frontier orbital gap = 3.41 eV
LUMO level = 1.79 eV
E_tot = -44681.04687 eV

Geometry as ORCA input:
```
! wB97M-V def2-TZVPD RIJCOSX def2/J DEFGRID3
* xyz -1 1
C -1.87626 0.53120 -3.92964
O -2.87570 1.30269 -4.52739
H -0.89402 0.97504 -4.09190
H -2.10087 0.30663 -2.88695
H -1.87013 -0.42753 -4.44818
C 0.87953 6.30307 -1.11535
C -0.47877 7.08758 -0.90846
C -1.55277 6.20418 -0.17423
O -1.66129 6.65144 1.17407
C -0.93065 7.85229 1.20434
O -0.96483 8.65248 2.10049
O -0.26185 8.06101 0.03800
H 0.92673 5.72375 -2.03744
H 1.23315 5.72918 -0.25878
H 1.67738 6.98231 -1.41562
H -0.90291 7.51016 -1.81930
H -1.16003 5.19619 -0.04074
H -2.52798 6.14241 -0.65720
C 7.94825 -0.51030 -1.03570
C 6.89330 -1.14923 -1.96722
C 5.41052 -0.76625 -1.83866
O 5.07791 0.03025 -2.98564
C 6.05049 -0.07440 -3.78676
O 5.93336 0.39096 -4.97792
O 7.12789 -0.70421 -3.28278
H 7.55184 -0.50607 -0.02034
H 8.14147 0.54651 -1.21989
H 8.88524 -1.06474 -0.98349
H 6.98505 -2.23357 -2.02969
H 5.41096 -0.19080 -0.91294
H 4.78552 -1.64869 -1.70167
C -2.92315 -6.68932 0.46794
C -2.88801 -5.64773 -0.58668
C -3.56599 -5.90651 -1.96170
O -4.66629 -4.98938 -1.90492
C -4.58712 -4.13908 -0.92821
O -5.30466 -3.15716 -0.88037
O -3.54315 -4.46475 -0.19958
H -2.14089 -6.78753 1.22062
H -2.91610 -7.66261 -0.02273
H -3.78505 -6.55207 1.12092
H -1.81776 -5.53156 -0.75750
H -3.88319 -6.90449 -2.26424
H -2.79661 -5.64560 -2.68839
C -0.68384 -0.50167 3.55267
C -1.62115 -0.32679 4.75460
C -3.17383 -0.21040 4.46293
O -3.74044 -1.12140 5.41089
C -2.71602 -1.82001 6.02887
O -2.71788 -2.74552 6.82338
O -1.52189 -1.41218 5.65188
H -0.48957 -1.56323 3.39955
H 0.18794 0.15217 3.52807
H -1.35263 -0.03515 2.82936
H -1.16306 0.46920 5.34166
H -3.50225 -0.50274 3.46555
H -3.54766 0.79182 4.67247
*
```

=====

The following is a DFT calculation (wB97M-V/def2-TZVPD) of the molecule C4H6N2 in a non-equilibrium geometry.

Calculated values
HOMO energy = -0.3154 hartree
Energy above the lowest of the compared OMol25 structures with the same formula, charge and spin = 36.3 kJ/mol
Frontier orbital gap = 9.47 eV
SMILES = Cc1cnc[nH]1
LUMO level = 0.88 eV
E_tot = -7225.21447 eV

Geometry as ORCA input:
```
! wB97M-V def2-TZVPD RIJCOSX def2/J DEFGRID3
* xyz 0 1
C -0.89890 0.47575 1.36424
C -0.36274 0.14013 -0.00193
C 0.23741 0.99572 -0.88307
N 1.08997 0.31675 -1.72870
C 1.03736 -0.91700 -1.33745
N 0.25196 -1.07730 -0.23848
H -1.99126 0.56795 1.36316
H -0.70176 -0.27843 2.11410
H -0.49677 1.42039 1.72701
H 0.28677 2.06800 -0.84982
H 1.52539 -1.77514 -1.76425
H 0.02258 -1.93681 0.23519
*
```

=====

The following is a DFT calculation (wB97M-V/def2-TZVPD) of a cluster of 2 separate species, C2H7OS in total.

Calculated values
HOMO energy = -0.0593 hartree
Energy above the lowest of the compared OMol25 structures with the same formula, charge and spin = 216.6 kJ/mol
Frontier orbital gap = 5.71 eV
LUMO level = 4.10 eV
E_tot = -15069.16076 eV

Geometry as ORCA input:
```
! wB97M-V def2-TZVPD RIJCOSX def2/J DEFGRID3
* xyz -1 1
O -0.88447 2.70666 1.13122
H -0.32797 2.12757 0.57240
C -0.97008 0.08816 -0.42599
S 0.62520 -0.40397 -0.63868
C 0.92918 -2.09525 0.09542
H -1.34689 0.56941 0.45481
H -1.73298 -0.19256 -1.14535
H -1.21851 2.08323 1.78324
H 1.99077 -2.30281 -0.06418
H 0.71267 -2.13229 1.16581
H 0.29364 -2.81336 -0.42847
*
```

=====

The following is a DFT calculation (wB97M-V/def2-TZVPD) of the molecule C8H15OP in a non-equilibrium geometry.

Calculated values
HOMO energy (spin up / spin down) = -0.2945 / -0.3080 hartree
Energy above the lowest of the compared OMol25 structures with the same formula, charge and spin = 259.6 kJ/mol
Frontier orbital gap (spin up / spin down) = 7.43 / 8.37 eV
SMILES = CCC1=C(C)CC[P@@]1(C)=O
LUMO level (spin up / spin down) = -0.58 / -0.01 eV
E_tot = -19871.12523 eV

Geometry as ORCA input:
```
! wB97M-V def2-TZVPD RIJCOSX def2/J DEFGRID3
* xyz 0 1
C 2.44463 1.59845 -0.24845
C 1.84356 0.64610 0.82818
C 0.54317 -0.01741 0.55337
C -1.10318 0.89866 0.33642
C -1.60910 2.14040 0.89887
C -2.08529 -0.02820 -0.18925
C -1.33154 -0.90836 -1.16795
P 0.34075 -1.30778 -0.58226
C 0.30052 -2.99477 0.17150
O 1.39429 -1.43202 -1.62061
H 2.64668 0.95908 -1.17229
H 3.42287 1.93733 -0.04631
H 1.68704 2.24804 -0.53191
H 1.60613 1.34914 1.66937
H 2.52902 -0.22537 0.81384
H -1.07564 2.30288 1.78829
H -2.65844 2.05536 1.10081
H -1.32026 3.07153 0.34338
H -2.63542 -0.73616 0.56770
H -2.75833 0.69556 -0.81236
H -2.11313 -1.83694 -1.36956
H -1.13186 -0.32626 -2.12814
H -0.28657 -3.17125 1.00173
H 0.01333 -3.75803 -0.65033
H 1.33678 -3.15997 0.44597
*
```

=====

The following is a DFT calculation (wB97M-V/def2-TZVPD) of the molecule C3ClF3O2 in a non-equilibrium geometry.

Calculated values
HOMO energy = -0.3970 hartree
Energy above the lowest of the compared OMol25 structures with the same formula, charge and spin = 0.0 kJ/mol
Frontier orbital gap = 9.71 eV
SMILES = O=C(Cl)C(=O)C(F)(F)F
LUMO level = -1.10 eV
E_tot = -27879.78741 eV

Geometry as ORCA input:
```
! wB97M-V def2-TZVPD RIJCOSX def2/J DEFGRID3
* xyz 0 1
O 0.95425 -1.58375 0.90658
C -0.15649 -1.18543 0.84746
Cl -1.59582 -2.00672 1.19928
C -0.52547 0.41467 0.29301
O -1.32083 1.17122 0.78884
C 0.40517 0.72473 -0.76669
F 0.07069 1.80604 -1.40290
F 0.49428 -0.29675 -1.64044
F 1.67421 0.95599 -0.22515
*
```

=====

The following is a DFT calculation (wB97M-V/def2-TZVPD) of a structure of composition C32H80BF10NO34PtS12 in a non-equilibrium geometry.

Calculated values
HOMO energy (spin up / spin down) = -0.4483 / -0.4483 hartree
Frontier orbital gap (spin up / spin down) = 8.30 / 3.97 eV
⟨S²⟩ = 3.76
LUMO level (spin up / spin down) = -3.90 / -8.23 eV
E_tot = -266688.52615 eV

Geometry as ORCA input:
```
! wB97M-V def2-TZVPD RIJCOSX def2/J DEFGRID3
* xyz 1 4
Pt -1.71177 -2.45236 1.53831
B -3.06653 -0.51197 2.77557
F -1.79590 -0.91853 3.02582
F -2.97678 0.59379 2.04376
F -3.62020 -1.58013 2.04989
F -3.79893 -0.27237 3.89737
C 0.48803 0.77267 0.94177
F -0.52409 1.61444 0.90856
F 1.62895 1.40337 0.73877
F 0.51878 0.12478 2.09416
S 0.24815 -0.62548 -0.39521
O 0.50397 -0.00437 -1.66393
O 1.27338 -1.57819 -0.02855
N -1.36961 -1.36456 -0.13875
S -2.28644 -0.52577 -1.16598
O -3.70811 -0.83134 -0.82408
O -2.10510 0.89952 -1.27853
C -2.04086 -1.25798 -2.87921
F -0.87449 -1.98767 -2.88571
F -3.06956 -2.07273 -3.24501
F -1.93216 -0.30577 -3.81024
O -5.89477 3.81617 -0.68855
S -6.45843 2.42929 -0.56099
O -7.79582 2.10957 -0.15163
O -6.02820 1.52034 -1.86315
C -6.81515 0.26859 -2.06188
C -6.17087 -0.56296 -3.19749
C -5.39503 1.64774 0.63518
H -7.79360 0.53251 -2.46325
H -6.97739 -0.26485 -1.12527
H -6.44310 -0.19502 -4.18674
H -6.41055 -1.62214 -3.29120
H -5.08177 -0.58130 -3.15689
H -4.34696 1.68011 0.33751
H -5.60825 0.58085 0.70138
H -5.55612 2.19365 1.56477
O -0.64464 5.16053 1.39004
S -1.00930 5.02007 -0.01272
O -1.15830 6.27999 -0.83427
O 0.10845 3.98675 -0.73414
C -0.04398 3.75008 -2.13399
C 1.38753 3.50932 -2.59668
C -2.52841 3.97038 -0.25937
H -0.44425 4.57661 -2.72111
H -0.71392 2.95481 -2.46085
H 2.12702 4.17935 -2.15818
H 1.70586 3.61572 -3.63372
H 1.72043 2.51494 -2.29922
H -3.24802 4.55659 0.31214
H -2.28537 2.99423 0.16036
H -2.85550 3.90655 -1.29717
O 1.23591 -3.89500 4.45609
S 1.13539 -2.62922 3.74599
O 0.15786 -2.50530 2.64180
O 0.88832 -1.37973 4.73340
C 1.39490 -1.35111 5.98991
C 0.73767 -0.24915 6.79936
C 2.79680 -2.11906 3.11113
H 2.48449 -1.33427 5.96515
H 1.09985 -2.32040 6.39180
H 1.37962 0.09943 7.60838
H -0.23634 -0.55862 7.17835
H 0.62655 0.67569 6.23330
H 2.76392 -1.16275 2.58910
H 3.20123 -2.87035 2.43283
H 3.46319 -1.98812 3.96371
O 3.92709 -0.18927 -4.99539
S 4.52688 0.97621 -4.39212
O 3.82390 2.28811 -4.40532
O 5.07590 0.63605 -2.84726
C 5.29240 -0.74198 -2.49568
C 4.09743 -1.14610 -1.70538
C 6.16218 1.20151 -5.13341
H 6.18525 -0.86472 -1.88258
H 5.54313 -1.36516 -3.35410
H 3.72254 -0.35849 -1.05174
H 4.20761 -1.99397 -1.02931
H 3.29571 -1.43808 -2.38367
H 5.91236 1.29492 -6.19028
H 6.81393 0.34326 -4.96993
H 6.65877 2.08017 -4.72177
O 0.06251 -6.51049 0.00897
S 0.36026 -5.05830 0.12198
O -0.49685 -4.21882 0.96386
O 1.95637 -4.73141 0.65082
C 2.96009 -5.61106 0.14249
C 4.31440 -4.92588 0.16885
C 0.56056 -4.35332 -1.55744
H 2.92310 -6.05086 -0.85415
H 2.85486 -6.38337 0.90443
H 5.00884 -5.55391 -0.38922
H 4.65062 -4.84157 1.20227
H 4.27003 -3.89721 -0.18886
H 1.09912 -5.06736 -2.18051
H 1.06663 -3.40180 -1.39433
H -0.43636 -4.20386 -1.97209
O -3.23279 -3.69676 0.58236
S -3.76694 -4.50033 -0.52472
O -3.08042 -4.64308 -1.81606
O -4.12077 -6.11530 -0.04990
C -4.30231 -6.34425 1.31589
C -2.92831 -6.59523 1.92039
C -5.47120 -3.92411 -0.87030
H -4.88169 -7.26456 1.38974
H -4.92533 -5.58066 1.78157
H -2.39418 -7.46835 1.54560
H -2.91788 -6.76631 2.99683
H -2.27568 -5.75822 1.67222
H -5.73643 -4.28938 -1.86243
H -5.45950 -2.83548 -0.92382
H -6.05795 -4.26950 -0.01911
O 4.70414 4.58508 2.99260
S 4.19643 5.15350 1.75730
O 3.90279 6.57679 1.61896
O 5.27986 4.79848 0.60104
C 5.21042 5.52256 -0.64440
C 5.14217 4.42212 -1.74193
C 2.76041 4.14168 1.13874
H 6.17823 6.02325 -0.67205
H 4.35390 6.19114 -0.73081
H 6.10093 3.90490 -1.77877
H 4.86975 4.83519 -2.71315
H 4.32921 3.71791 -1.56514
H 3.09570 3.10563 1.09116
H 2.56271 4.58647 0.16346
H 1.91970 4.32122 1.80885
O -3.20929 3.45372 2.81574
S -2.72084 3.41774 4.18468
O -2.46489 4.72650 4.80312
O -3.88494 2.54041 5.10189
C -3.54460 2.40146 6.44454
C -4.78334 1.93310 7.24604
C -1.21366 2.46853 4.31528
H -3.17242 3.33201 6.87310
H -2.73789 1.68549 6.60171
H -4.46641 1.70301 8.26326
H -5.24869 1.04289 6.82290
H -5.55503 2.69865 7.32681
H -0.83067 2.50902 5.33497
H -0.57866 3.00098 3.60719
H -1.34006 1.44824 3.95319
O -2.84095 -2.10849 -8.99251
S -2.76818 -1.19030 -7.87215
O -1.36193 -0.94160 -7.35539
O -3.36962 0.29545 -8.29418
C -4.54243 0.17361 -9.13554
C -4.92881 1.65697 -9.18374
C -3.88190 -1.74198 -6.43306
H -5.30402 -0.46912 -8.69397
H -4.30533 -0.33022 -10.07257
H -4.20767 2.13639 -9.84572
H -5.03918 2.16438 -8.22538
H -5.84624 1.80842 -9.75249
H -4.03683 -0.80441 -5.89915
H -3.27628 -2.40965 -5.82023
H -4.77784 -2.15553 -6.89606
O 9.67593 1.20207 4.15903
S 8.27655 0.88508 4.37940
O 7.40628 1.56652 5.31874
O 7.48330 0.93615 2.86850
C 6.01900 1.14114 2.86515
C 5.60964 1.01643 1.37720
C 8.02893 -0.96688 4.62323
H 5.78802 2.11531 3.29613
H 5.56837 0.44325 3.57083
H 5.95877 1.92497 0.88654
H 4.54354 0.92266 1.17046
H 6.20921 0.23584 0.90891
H 6.95560 -1.13492 4.53487
H 8.32863 -1.12448 5.65930
H 8.68096 -1.41628 3.87423
*
```